ORCA calculation (ωB97M-V/def2-TZVPD) on a gas-phase ion, C4H10NO (charge +2) at a distorted geometry.

```
16
Properties=species:S:1:pos:R:3:lowdin_charge:R:1
C 0.6407 1.2884 0.8160 -0.0223
C -0.1026 -0.1318 1.0584 -0.0864
C -1.1692 -0.7411 0.1996 0.0055
C -0.7057 -0.6675 -1.3885 -0.0087
O 0.6316 -1.1375 -1.3363 0.2006
N 1.6242 0.8498 -0.1730 0.3108
H -0.2049 2.0246 0.5211 0.2415
H 1.0239 1.5887 1.8479 0.1954
H 0.7453 -0.8116 1.1095 0.1406
H -0.6281 -0.1265 2.0370 0.1908
H -1.2555 -1.7980 0.1931 0.1508
H -2.0246 -0.3184 0.4519 0.0959
H -1.4006 -1.3511 -1.9733 0.1977
H 1.3053 -0.4169 -1.0975 0.0944
H -0.8551 0.3239 -1.7859 0.1499
H 2.3754 1.4248 -0.4800 0.1435
```

Properties
* 2S+1: 2
* expectation value of S²: 1.275
* HOMO-LUMO gap (alpha / beta): 6.24 / 8.27 eV
* highest occupied orbital energy (alpha / beta): -21.8 / -22.4 eV
* total charge: +2
* energy above the lowest of the compared OMol25 structures with the same formula, charge and spin: 743.3 kJ/mol

***

ORCA calculation (ωB97M-V/def2-TZVPD) on C2H8O5Si in the gas phase at a distorted geometry.

```
16
Properties=species:S:1:pos:R:3:lowdin_charge:R:1
C 1.0343 -0.3705 0.2244 -0.6775
C -0.3301 0.3447 -0.1003 -0.5128
O 1.1732 -1.6422 -0.3849 0.0113
O 1.4049 -0.3195 1.5313 0.0833
O 1.9337 0.4201 -0.5229 0.0106
O -0.6621 1.1293 1.4359 -0.0047
O -0.4074 1.2717 -1.0969 0.0102
Si -1.9032 -0.7579 -0.3183 0.7364
H 1.2434 -1.3206 -1.3305 0.1383
H 0.7953 0.3889 1.8472 0.0838
H 2.8369 0.1136 -0.4154 0.1167
H -0.4702 2.0710 1.4503 0.0690
H 0.2973 1.8188 -1.3961 0.1038
H -1.6516 -2.0160 0.6211 -0.0069
H -3.0959 -0.0488 0.1583 -0.0814
H -2.1986 -1.0827 -1.7031 -0.0801
```

Properties
* 2S+1: 3
* expectation value of S²: 2.008
* HOMO-LUMO gap (alpha / beta): 5.68 / 6.57 eV
* highest occupied orbital energy (alpha / beta): -5.3 / -10.5 eV
* total charge: 0
* energy above the lowest of the compared OMol25 structures with the same formula, charge and spin: 266.5 kJ/mol

***

ORCA calculation (ωB97M-V/def2-TZVPD) on C12H9NO in the gas phase at a distorted geometry.

```
23
Properties=species:S:1:pos:R:3:lowdin_charge:R:1
C 1.0382 -2.4402 -2.8420 -0.1559
C -0.6282 -0.5804 3.2511 -0.0837
C -1.2717 0.5404 2.7024 -0.0631
C 0.3146 -1.2811 2.4581 -0.0976
C -0.9925 0.8747 1.3478 -0.0503
C 0.5186 -0.8700 1.1873 0.1288
C 0.0202 0.3010 0.6437 -0.2120
C -0.6585 -0.6897 -2.4797 0.0215
C -0.7774 0.3800 -1.6107 0.0033
C 0.5377 -1.3360 -2.1745 -0.2987
C 0.3933 0.5330 -0.7716 -0.4073
C 1.2021 1.8887 -0.8872 0.0235
N 1.4535 -3.3801 -3.3535 0.1687
O 1.2395 -0.5974 -1.3188 0.0269
H -0.8771 -0.9499 4.2537 0.1041
H -2.0751 1.1740 3.0636 0.1001
H 0.7394 -2.2677 2.8990 0.1357
H -1.4212 1.8357 0.9740 0.1298
H -1.4172 -0.9300 -3.1891 0.1160
H -1.5839 1.0839 -1.4589 0.1244
H 1.9841 1.8775 -0.0897 0.0973
H 0.5155 2.7139 -0.7250 0.0730
H 1.7460 2.1196 -1.8801 0.1154
```

Properties
* 2S+1: 1
* HOMO-LUMO gap (alpha / beta): 8.62 / 6.89 eV
* highest occupied orbital energy (alpha / beta): -9.3 / -7.4 eV
* total charge: 0
* energy above the lowest of the compared OMol25 structures with the same formula, charge and spin: 449.6 kJ/mol

***

ORCA calculation (ωB97M-V/def2-TZVPD) on a molecular structure, C8H16N3O3 at a distorted geometry.

```
30
Properties=species:S:1:pos:R:3:lowdin_charge:R:1
C 0.4031 2.1313 0.2782 -0.3563
C 1.0782 1.1368 -0.6178 -0.1282
C -1.1162 0.7098 -0.5681 -0.4118
C 0.5583 -2.1119 1.5269 -0.0556
C -1.8668 2.4591 1.1105 0.0518
C 3.0988 0.1578 -1.4190 -0.0313
C -2.7524 -0.7762 -1.7202 0.0792
C -0.2511 -0.7888 1.7701 -0.3827
N -0.9115 1.7999 0.2244 -0.0002
N 0.0949 0.4875 -1.2300 0.2735
N 2.3908 1.0838 -0.6305 0.1153
O 0.9661 2.8712 1.0574 0.1502
O -2.2265 0.5610 -1.1935 0.0304
O -1.2177 -0.5309 0.8702 -0.1365
H 0.8861 -2.3454 2.4671 0.0364
H -0.1877 -2.7617 1.0670 0.0807
H 1.3826 -1.7681 0.8290 0.0698
H -2.8226 1.7885 0.9974 0.1478
H -1.4647 2.4586 2.0990 0.0891
H -1.9810 3.5537 0.7198 0.1463
H 3.3799 0.5165 -2.4666 0.1384
H 4.0314 -0.3027 -0.9768 0.1343
H 2.4440 -0.6708 -1.4914 0.0637
H -3.5530 -1.1302 -1.1834 0.0617
H -1.9350 -1.6099 -1.8438 0.1395
H -3.1558 -0.4478 -2.6832 0.1003
H 0.5455 0.0288 1.8466 0.1210
H -0.6712 -0.9394 2.8458 0.1485
H 0.3370 -0.3903 -1.6547 0.1739
H 2.8122 1.6438 0.0436 0.1507
```

Properties
* 2S+1: 1
* HOMO-LUMO gap (alpha / beta): 7.57 / 7.57 eV
* highest occupied orbital energy (alpha / beta): -12.5 / -12.5 eV
* total charge: +1
* energy above the lowest of the compared OMol25 structures with the same formula, charge and spin: 166.4 kJ/mol

***

Look up the total charge of the fourth one. +1

***

Among the records above, which one has the lowest energy above the lowest of the compared OMol25 structures with the same formula, charge and spin? C8H16N3O3